DFT (ωB97M-V/def2-TZVPD) results for a 2-piece molecular cluster, C8H14BF5NO7PS overall in a non-equilibrium geometry.

The total energy comes out at -2158.2667 Eh. Its orbital gap is 2.190 eV. Its strongest force on any atom is 3.978 eV/A.

Atoms and positions in Å:
C  2.990  -0.340  1.570
C  3.106  -0.484  0.021
B  2.221  0.486  -0.838
O  2.571  0.612  -2.171
C  0.984  1.389  -0.317
C  0.242  2.266  -1.396
C  -1.189  2.395  -0.926
N  -1.331  1.554  0.054
C  -0.174  0.754  0.501
P  -0.162  1.103  2.357
O  0.720  2.220  2.646
O  0.284  -0.164  3.207
O  -1.637  1.488  2.867
S  -0.760  -0.938  0.117
O  0.254  -1.893  0.411
O  -1.859  -1.158  1.000
C  -1.239  -1.134  -1.657
F  -2.126  -0.222  -2.045
F  -0.166  -1.006  -2.450
C  -1.875  -2.539  -1.963
F  -0.971  -3.461  -2.159
F  -2.557  -2.382  -3.090
F  -2.718  -2.872  -1.046
H  3.980  -0.565  1.990
H  2.332  -1.133  1.938
H  2.709  0.662  1.914
H  2.940  -1.540  -0.233
H  4.150  -0.286  -0.279
H  1.796  0.524  -2.745
H  1.486  2.176  0.273
H  0.671  3.277  -1.335
H  0.307  1.937  -2.442
H  -1.995  3.013  -1.305
H  -2.273  1.529  0.441
H  1.060  0.119  3.722
H  -2.307  0.892  2.477
O  -5.177  -3.064  0.601
H  -4.288  -3.217  0.288